Entry 1:
This record from the OMol25 dataset describes C22H46ClInNO2 as an isolated structure in a non-equilibrium geometry. The level of theory is the ωB97M-V functional and the def2-TZVPD basis.

Its spin multiplicity is 1. The max |F| is 0.062 hartree/bohr. For the total energy, the calculation gives -46838.199 eV. Its charge is -1.

CARTESIAN COORDINATES (ANGSTROEM)
1 C -0.166 -2.013 2.303
2 C 1.164 -1.643 1.706
3 C 2.068 -2.781 1.280
4 C 1.587 -0.360 1.482
5 C 1.917 0.674 2.544
6 C 0.876 1.831 2.670
7 C 1.087 2.954 1.651
8 C 0.507 4.325 2.129
9 C 0.636 2.608 0.207
10 C -0.670 1.777 0.066
11 In -2.502 2.453 1.188
12 C -4.222 2.532 -0.313
13 C -5.482 1.826 0.224
14 C -5.415 0.297 0.037
15 Cl -6.781 -0.332 -0.974
16 C -3.073 0.860 2.692
17 C -3.870 1.484 3.888
18 C -2.837 2.052 4.838
19 O -2.231 1.381 5.583
20 O -2.585 3.388 4.803
21 H -0.150 -2.917 2.925
22 H -0.630 -1.201 2.869
23 H -0.820 -2.211 1.444
24 H 1.424 -3.576 0.866
25 H 2.665 -2.407 0.436
26 H 2.707 -3.146 2.082
27 H 1.655 -0.038 0.437
28 H 2.883 1.104 2.263
29 H 2.034 0.163 3.502
30 H -0.140 1.433 2.707
31 H 1.063 2.274 3.661
32 H 2.173 3.120 1.598
33 H -0.042 4.735 1.279
34 H 1.305 5.028 2.377
35 H -0.236 4.213 2.919
36 H 1.451 1.993 -0.218
37 H 0.564 3.514 -0.401
38 H -0.524 0.712 0.284
39 H -0.948 1.830 -0.997
40 H -2.417 4.081 1.896
41 H -4.461 3.588 -0.476
42 H -3.828 2.095 -1.238
43 H -6.409 2.198 -0.230
44 H -5.583 2.032 1.297
45 H -4.451 -0.016 -0.356
46 H -5.532 -0.180 1.009
47 H -3.629 0.031 2.242
48 H -2.203 0.389 3.161
49 H -4.581 2.246 3.543
50 H -4.457 0.705 4.384
51 H -3.403 3.851 4.567
52 C 2.585 -3.779 -6.201
53 C 2.343 -2.634 -5.227
54 N 2.249 -3.067 -3.847
55 C 1.719 -2.046 -2.954
56 C 2.538 -0.765 -2.766
57 C 3.382 -3.819 -3.339
58 C 4.767 -3.165 -3.402
59 H 1.838 -4.564 -6.075
60 H 2.519 -3.412 -7.227
61 H 3.576 -4.220 -6.077
62 H 1.397 -2.162 -5.505
63 H 3.125 -1.872 -5.372
64 H 1.532 -2.491 -1.973
65 H 0.729 -1.760 -3.324
66 H 3.421 -0.933 -2.149
67 H 1.931 -0.016 -2.252
68 H 2.853 -0.331 -3.717
69 H 3.432 -4.767 -3.885
70 H 3.176 -4.113 -2.306
71 H 4.969 -2.710 -4.373
72 H 5.537 -3.922 -3.232
73 H 4.895 -2.405 -2.632

---

Entry 2:
This record from the OMol25 dataset describes C22H46F18HfN4O12PS4 as an isolated structure in a non-equilibrium geometry. The level of theory is the ωB97M-V functional and the def2-TZVPD basis.

Its spin multiplicity is 1. The max |F| is 0.093 hartree/bohr. For the total energy, the calculation gives -156921.152 eV. Its charge is +3.

CARTESIAN COORDINATES (ANGSTROEM)
1 Hf -0.184 -4.243 0.934
2 C -4.265 -3.826 -1.373
3 F -4.132 -5.106 -1.691
4 F -3.458 -3.099 -2.137
5 F -5.507 -3.451 -1.553
6 S -3.853 -3.636 0.442
7 O -4.235 -2.313 0.835
8 O -4.557 -4.687 1.094
9 O -2.361 -3.937 0.530
10 C 2.388 -2.081 4.242
11 F 2.211 -3.072 5.079
12 F 2.841 -0.951 4.748
13 F 3.288 -2.477 3.330
14 S 0.820 -1.680 3.313
15 O -0.249 -1.597 4.263
16 O 1.115 -0.473 2.599
17 O 0.665 -2.905 2.432
18 P -0.750 -1.178 -0.644
19 F -0.898 0.298 0.014
20 F -0.890 -1.844 0.860
21 F -2.292 -1.187 -0.874
22 F -0.555 -2.797 -1.095
23 F -0.409 -0.622 -2.092
24 F 0.823 -1.118 -0.350
25 C -4.922 -0.780 3.516
26 N -4.131 0.466 3.771
27 C -3.229 0.637 2.578
28 C -5.044 1.567 4.126
29 C -3.254 0.171 4.965
30 C -2.037 1.048 5.139
31 O -2.370 2.427 5.082
32 H -5.569 -0.588 2.660
33 H -5.593 -0.946 4.356
34 H -4.298 -1.637 3.296
35 H -3.876 0.982 1.772
36 H -2.727 -0.294 2.361
37 H -2.623 1.506 2.821
38 H -5.700 1.864 3.308
39 H -4.459 2.439 4.405
40 H -5.674 1.293 4.968
41 H -2.885 -0.853 4.876
42 H -3.826 0.129 5.892
43 H -1.223 0.768 4.471
44 H -1.675 0.885 6.160
45 H -1.606 3.004 5.150
46 C 1.453 2.718 2.144
47 N 2.880 2.720 1.649
48 C 3.037 3.883 0.735
49 C 3.731 2.944 2.853
50 C 3.209 1.387 1.019
51 C 4.436 1.331 0.133
52 O 5.560 1.599 0.980
53 H 1.310 2.144 3.050
54 H 0.913 2.313 1.289
55 H 1.116 3.743 2.275
56 H 2.624 4.782 1.174
57 H 2.539 3.624 -0.202
58 H 4.081 3.984 0.446
59 H 4.767 3.182 2.638
60 H 3.658 2.063 3.488
61 H 3.386 3.763 3.488
62 H 2.294 1.103 0.496
63 H 3.303 0.646 1.810
64 H 4.388 2.084 -0.655
65 H 4.484 0.271 -0.125
66 H 6.361 1.374 0.493
67 C 2.084 2.607 -7.142
68 C 1.257 2.156 -5.930
69 C -0.218 2.509 -5.986
70 N -1.002 1.953 -4.788
71 C -1.133 0.480 -4.921
72 C -2.360 2.614 -4.762
73 C -2.806 2.513 -3.332
74 C -1.548 2.742 -2.478
75 C -0.408 2.455 -3.476
76 H 3.138 2.438 -6.941
77 H 1.966 3.675 -7.315
78 H 1.766 2.015 -7.998
79 H 1.548 2.725 -5.041
80 H 1.487 1.102 -5.783
81 H -0.742 2.031 -6.819
82 H -0.446 3.570 -6.010
83 H -1.508 0.303 -5.924
84 H -1.771 0.140 -4.108
85 H -0.218 -0.087 -4.764
86 H -2.960 2.156 -5.548
87 H -2.258 3.655 -5.071
88 H -3.183 1.506 -3.132
89 H -3.629 3.180 -3.089
90 H -1.481 2.223 -1.528
91 H -1.490 3.808 -2.252
92 H 0.336 1.714 -3.189
93 H 0.165 3.349 -3.709
94 C 3.552 -6.654 -0.257
95 F 4.515 -7.154 0.458
96 F 3.963 -6.057 -1.332
97 F 2.648 -7.566 -0.491
98 S 2.784 -5.326 0.984
99 O 1.456 -5.818 1.528
100 O 3.719 -5.139 2.017
101 N 1.968 -3.992 0.253
102 S 3.232 -3.054 -0.276
103 O 3.068 -1.769 0.310
104 O 4.503 -3.680 -0.120
105 C 2.946 -2.803 -2.137
106 F 1.651 -2.809 -2.400
107 F 3.502 -1.671 -2.495
108 F 3.540 -3.806 -2.758

---

| no. | gap between HOMO and LUMO (eV) | lowest unoccupied orbital energy (eV) |
| --- | --- | --- |
| 1 | 6.97 | 2.5 |
| 2 | 7.19 | -10.0 |